No. 1
{"formula": "C54H46GeP2PdSi", "method": "ωB97M-V/def2-TZVPD", "total_energy_ha": -5262.2454, "largest_force_ev_per_a": 0.90, "spin_multiplicity": 2, "lumo_ev": [-3.14, -3.93], "e_above_lowest_kcal_mol": 3.95, "total_charge": 1, "symbols": ["Pd", "C", "Si", "C", "C", "C", "C", "C", "C", "P", "C", "C", "C", "C", "C", "C", "C", "C", "C", "C", "C", "C", "C", "C", "C", "C", "C", "C", "P", "C", "C", "C", "C", "C", "C", "C", "C", "C", "C", "C", "C", "H", "H", "H", "H", "H", "H", "H", "H", "H", "H", "H", "H", "H", "H", "H", "H", "H", "H", "H", "H", "H", "H", "H", "H", "H", "H", "H", "H", "H", "H", "H", "C", "Ge", "C", "C", "C", "C", "C", "C", "C", "C", "C", "C", "C", "C", "C", "C", "C", "C", "H", "H", "H", "H", "H", "H", "H", "H", "H", "H", "H", "H", "H", "H", "H"], "positions_angstrom": [[-0.166, -0.229, -0.060], [1.913, -2.939, -0.242], [0.933, -1.751, -1.315], [-0.335, -2.766, -2.289], [0.033, -3.607, -3.338], [-0.909, -4.425, -3.946], [-2.226, -4.426, -3.504], [-2.611, -3.599, -2.460], [-1.671, -2.755, -1.873], [-2.045, -1.634, -0.499], [-3.212, -0.357, -1.043], [-3.316, 0.775, -0.228], [-4.111, 1.842, -0.613], [-4.800, 1.792, -1.820], [-4.698, 0.671, -2.630], [-3.907, -0.403, -2.245], [-2.910, -2.624, 0.741], [-2.206, -3.679, 1.323], [-2.804, -4.463, 2.294], [-4.104, -4.189, 2.701], [-4.804, -3.137, 2.131], [-4.213, -2.352, 1.150], [2.115, -0.807, -2.435], [3.174, -1.444, -3.081], [3.993, -0.742, -3.953], [3.755, 0.605, -4.201], [2.710, 1.257, -3.564], [1.908, 0.558, -2.667], [0.481, 1.308, -1.810], [0.953, 2.979, -1.296], [2.283, 3.373, -1.182], [2.594, 4.659, -0.758], [1.589, 5.547, -0.414], [0.260, 5.145, -0.480], [-0.056, 3.870, -0.915], [-0.660, 1.555, -3.220], [-0.981, 2.790, -3.780], [-1.773, 2.856, -4.918], [-2.236, 1.697, -5.522], [-1.904, 0.463, -4.983], [-1.130, 0.395, -3.836], [2.491, -3.593, -0.906], [1.267, -3.589, 0.349], [2.614, -2.421, 0.414], [1.060, -3.629, -3.688], [-0.615, -5.076, -4.760], [-2.953, -5.079, -3.970], [-3.633, -3.612, -2.101], [-2.779, 0.817, 0.716], [-4.194, 2.712, 0.027], [-5.417, 2.626, -2.126], [-5.231, 0.634, -3.572], [-3.819, -1.265, -2.892], [-1.187, -3.887, 1.012], [-2.257, -5.283, 2.740], [-4.569, -4.796, 3.466], [-5.817, -2.924, 2.447], [-4.767, -1.537, 0.704], [3.372, -2.496, -2.906], [4.817, -1.245, -4.442], [4.387, 1.150, -4.891], [2.522, 2.305, -3.763], [3.083, 2.687, -1.424], [3.633, 4.957, -0.685], [1.837, 6.548, -0.086], [-0.531, 5.827, -0.196], [-1.096, 3.562, -0.959], [-0.600, 3.707, -3.355], [-2.013, 3.823, -5.343], [-2.844, 1.755, -6.416], [-2.248, -0.451, -5.453], [-0.877, -0.576, -3.430], [-0.351, 2.111, 2.256], [1.046, 0.725, 1.974], [2.837, 1.481, 2.037], [3.935, 0.628, 2.154], [5.219, 1.142, 2.255], [5.416, 2.518, 2.249], [4.329, 3.374, 2.144], [3.045, 2.857, 2.035], [0.861, -0.686, 3.329], [0.602, -1.978, 2.952], [0.426, -3.009, 3.901], [0.498, -2.727, 5.232], [0.767, -1.408, 5.677], [0.855, -1.104, 7.055], [1.144, 0.162, 7.479], [1.368, 1.184, 6.537], [1.283, 0.920, 5.198], [0.968, -0.375, 4.721], [0.018, 2.849, 2.973], [-1.246, 1.657, 2.682], [-0.604, 2.640, 1.339], [3.785, -0.446, 2.185], [6.064, 0.473, 2.350], [6.417, 2.921, 2.335], [4.480, 4.447, 2.154], [2.203, 3.536, 1.957], [0.504, -2.211, 1.897], [0.226, -4.018, 3.563], [0.354, -3.505, 5.972], [0.692, -1.901, 7.772], [1.212, 0.382, 8.537], [1.617, 2.181, 6.876], [1.485, 1.716, 4.492]], "forces_ev_per_angstrom": [[-0.59, 0.48, -0.48], [-0.08, 0.04, -0.17], [0.31, -0.39, 0.02], [0.03, 0.14, 0.12], [-0.02, -0.04, -0.10], [0.05, 0.02, 0.01], [-0.08, 0.00, 0.03], [0.02, -0.01, -0.04], [0.02, -0.03, 0.06], [0.34, 0.02, 0.15], [0.04, -0.02, -0.02], [0.01, -0.01, -0.04], [0.00, 0.02, 0.01], [0.01, -0.01, 0.02], [0.00, -0.02, -0.01], [-0.02, 0.02, 0.03], [-0.02, -0.02, 0.03], [-0.02, -0.01, 0.02], [0.03, 0.00, -0.02], [-0.02, 0.01, 0.00], [-0.02, 0.00, 0.01], [0.05, -0.05, -0.02], [-0.17, 0.09, 0.16], [0.06, -0.01, -0.10], [-0.03, 0.03, 0.00], [-0.02, 0.00, 0.01], [0.01, -0.07, -0.03], [-0.05, -0.02, 0.09], [0.31, -0.14, 0.01], [0.02, 0.00, 0.11], [-0.01, 0.07, -0.06], [0.04, -0.03, 0.00], [-0.02, 0.00, 0.00], [-0.01, 0.02, 0.01], [0.00, -0.05, 0.02], [-0.06, -0.04, -0.02], [0.04, -0.06, 0.03], [-0.01, 0.02, -0.02], [0.00, 0.02, 0.00], [0.01, -0.03, 0.02], [-0.03, 0.04, -0.02], [0.00, 0.05, -0.02], [0.01, 0.05, 0.03], [-0.04, 0.00, 0.03], [-0.01, 0.00, 0.00], [0.00, 0.01, 0.01], [0.01, 0.01, 0.00], [0.00, -0.02, 0.00], [-0.01, 0.00, 0.01], [0.00, -0.01, -0.01], [0.01, 0.00, 0.00], [0.00, 0.00, 0.01], [0.00, 0.01, -0.01], [-0.02, 0.00, 0.00], [-0.01, 0.01, -0.01], [0.00, 0.01, -0.01], [0.01, -0.01, 0.00], [-0.01, 0.02, 0.00], [0.00, 0.02, 0.01], [-0.01, 0.01, 0.00], [0.00, -0.01, 0.01], [0.01, -0.01, -0.02], [0.00, 0.00, 0.02], [-0.01, 0.00, 0.00], [0.00, -0.01, 0.00], [0.01, 0.00, 0.00], [0.01, 0.00, -0.04], [0.00, 0.03, 0.05], [0.00, -0.01, 0.00], [0.01, 0.01, 0.01], [0.01, 0.01, 0.01], [0.00, -0.02, 0.01], [0.13, -0.05, 0.04], [-0.14, 0.00, 0.13], [-0.14, -0.10, -0.04], [0.01, -0.01, -0.03], [-0.01, 0.02, 0.00], [-0.03, -0.02, 0.00], [0.02, 0.01, 0.01], [0.01, 0.03, 0.00], [0.08, 0.00, -0.02], [-0.08, 0.13, -0.04], [-0.01, -0.04, 0.04], [0.00, 0.00, -0.03], [0.02, 0.08, -0.10], [0.00, 0.04, 0.07], [-0.02, -0.09, 0.03], [0.00, 0.01, -0.09], [0.01, 0.10, 0.07], [0.03, -0.17, 0.08], [0.02, -0.01, -0.01], [0.02, -0.06, -0.03], [-0.02, 0.00, -0.02], [0.01, 0.01, 0.00], [0.00, 0.01, 0.00], [-0.01, 0.00, 0.00], [0.00, -0.01, 0.00], [0.00, 0.01, -0.02], [0.01, 0.00, 0.07], [0.00, -0.01, 0.02], [0.00, 0.00, -0.01], [0.01, 0.02, 0.00], [0.00, -0.01, -0.01], [0.00, -0.01, -0.01], [0.00, 0.01, -0.01]], "lowdin_spin": [0.21, 0.01, 0.04, 0.00, 0.00, 0.00, 0.00, 0.00, 0.00, 0.02, 0.00, 0.00, 0.00, 0.00, 0.00, 0.00, 0.00, 0.00, 0.00, 0.00, 0.00, 0.00, 0.00, 0.00, 0.00, 0.00, 0.00, 0.00, 0.07, 0.00, 0.00, 0.00, 0.00, 0.00, 0.00, 0.02, 0.01, 0.00, 0.00, 0.00, 0.01, 0.00, 0.00, 0.00, 0.00, 0.00, 0.00, 0.00, 0.00, 0.00, 0.00, 0.00, 0.00, 0.00, 0.00, 0.00, 0.00, 0.00, 0.00, 0.00, 0.00, 0.00, 0.00, 0.00, 0.00, 0.00, 0.00, 0.00, 0.00, 0.00, 0.00, 0.00, 0.07, 0.28, 0.04, 0.02, 0.00, 0.02, 0.00, 0.02, 0.07, 0.02, 0.00, 0.00, 0.00, 0.00, 0.00, 0.00, 0.00, 0.01, 0.01, 0.00, 0.00, 0.00, 0.00, 0.00, 0.00, 0.00, 0.01, 0.00, 0.00, 0.00, 0.00, 0.00, 0.00]}



No. 2
{"formula": "C54H47F3IrN3O2S2Te", "method": "ωB97M-V/def2-TZVPD", "total_energy_ha": -3868.8776, "largest_force_ev_per_a": 1.72, "spin_multiplicity": 2, "lumo_ev": [1.33, 0.92], "e_above_lowest_kcal_mol": 96.53, "total_charge": -1, "symbols": ["Ir", "C", "C", "C", "C", "C", "C", "C", "C", "S", "C", "N", "C", "C", "C", "C", "C", "C", "C", "C", "H", "H", "H", "H", "H", "H", "H", "H", "H", "H", "H", "H", "H", "H", "H", "H", "O", "N", "C", "C", "C", "C", "C", "S", "H", "H", "H", "H", "C", "C", "C", "C", "C", "C", "Te", "N", "C", "O", "C", "C", "C", "C", "C", "C", "C", "C", "C", "C", "C", "C", "C", "C", "C", "C", "H", "H", "H", "H", "H", "H", "H", "H", "H", "H", "H", "H", "H", "H", "H", "H", "H", "H", "H", "H", "H", "H", "H", "F", "C", "F", "F", "C", "C", "C", "C", "C", "C", "C", "C", "H", "H", "H", "H"], "positions_angstrom": [[1.484, 0.356, 0.061], [-1.388, 1.696, 6.103], [-0.656, 2.708, 5.198], [-1.757, 2.871, 2.585], [-0.281, 3.924, 6.080], [0.644, 2.007, 4.785], [1.523, 1.599, 5.810], [2.645, 0.835, 5.559], [2.898, 0.439, 4.257], [4.145, -0.604, 3.636], [3.460, -0.439, 2.038], [2.401, 0.342, 1.982], [2.064, 0.850, 3.215], [0.966, 1.670, 3.486], [3.963, -1.038, 0.845], [5.085, -1.874, 0.807], [5.546, -2.354, -0.401], [4.916, -1.976, -1.581], [3.789, -1.159, -1.541], [3.268, -0.702, -0.340], [-2.262, 2.138, 6.576], [-0.720, 1.365, 6.898], [-1.694, 0.820, 5.540], [-2.472, 3.590, 2.179], [-2.966, 1.641, 1.364], [-0.844, 3.042, 2.020], [-1.170, 4.498, 6.350], [0.411, 4.577, 5.546], [0.198, 3.609, 7.006], [1.327, 1.852, 6.842], [3.297, 0.531, 6.369], [0.386, 1.974, 2.636], [5.583, -2.135, 1.735], [6.404, -3.015, -0.435], [5.288, -2.322, -2.537], [3.352, -0.857, -2.483], [0.915, 2.691, 0.398], [0.864, 3.610, -0.555], [1.988, 4.346, -0.714], [2.091, 5.359, -1.622], [1.000, 5.627, -2.454], [-0.133, 4.869, -2.325], [-0.247, 3.845, -1.355], [-1.691, 2.992, -1.158], [2.800, 4.044, -0.071], [3.012, 5.918, -1.696], [1.051, 6.420, -3.190], [-0.992, 5.034, -2.957], [-0.359, -8.376, -3.730], [-0.184, -6.949, -3.279], [-0.595, -5.886, -4.072], [-0.426, -4.568, -3.664], [-0.892, -3.461, -4.575], [0.158, -4.285, -2.420], [0.590, -2.179, -1.842], [1.008, 0.204, -1.820], [1.666, 1.011, -2.650], [2.435, 1.900, -2.215], [1.535, 0.904, -4.144], [1.458, 2.088, -4.873], [1.450, 2.062, -6.258], [1.539, 0.853, -6.935], [1.620, -0.330, -6.217], [1.607, -0.305, -4.829], [-1.482, -1.816, -1.559], [-2.074, -2.516, -0.511], [-3.397, -2.299, -0.173], [-4.136, -1.361, -0.880], [-3.553, -0.677, -1.931], [-2.225, -0.896, -2.302], [-1.675, -0.141, -3.476], [0.580, -5.352, -1.615], [1.224, -5.161, -0.260], [0.397, -6.661, -2.054], [-0.750, -8.420, -4.746], [-1.053, -8.905, -3.073], [0.593, -8.910, -3.703], [-1.048, -6.088, -5.038], [-1.081, -3.834, -5.582], [-0.145, -2.668, -4.630], [-1.813, -3.015, -4.192], [1.413, 3.026, -4.336], [1.378, 2.989, -6.813], [1.558, 0.834, -8.018], [1.695, -1.278, -6.736], [1.674, -1.232, -4.275], [-1.483, -3.230, 0.051], [-3.848, -2.847, 0.646], [-5.169, -1.167, -0.615], [-4.131, 0.053, -2.487], [-2.425, -0.053, -4.265], [-0.788, -0.624, -3.878], [-1.396, 0.866, -3.159], [1.388, -4.111, -0.034], [2.187, -5.675, -0.221], [0.591, -5.586, 0.522], [0.727, -7.479, -1.419], [-5.126, 3.196, 6.600], [-5.245, 3.151, 5.244], [-5.623, 4.395, 4.870], [-6.290, 2.339, 4.994], [-3.973, 2.705, 4.579], [-3.930, 1.306, 4.150], [-3.144, 0.757, 3.221], [-2.292, 1.465, 2.216], [-1.579, 3.342, 4.058], [-2.970, 3.591, 4.591], [-1.220, 0.651, 1.631], [-0.320, 0.199, 0.957], [-4.609, 0.650, 4.686], [-3.197, -0.317, 3.080], [-1.134, 4.332, 3.912], [-3.183, 4.574, 5.000]], "forces_ev_per_angstrom": [[-0.04, 1.37, -1.05], [0.00, 0.03, -0.05], [-0.04, 0.15, 0.12], [0.09, 0.05, 0.10], [0.03, -0.09, -0.02], [-0.02, 0.06, -0.23], [0.25, -0.20, -0.02], [-0.05, 0.10, 0.29], [0.09, -0.15, -0.51], [-0.19, 0.12, -0.29], [-0.56, 0.66, 0.93], [0.39, -0.54, -0.17], [-0.11, 0.24, 0.78], [-0.03, 0.00, -0.21], [0.52, -0.56, -1.15], [-0.19, 0.26, 0.40], [0.16, -0.15, -0.14], [-0.25, 0.21, 0.14], [0.35, -0.08, -0.39], [-0.81, -0.14, 1.37], [-0.08, 0.02, -0.01], [-0.02, 0.02, -0.02], [-0.04, -0.07, 0.00], [0.06, 0.02, -0.03], [0.01, 0.02, 0.02], [-0.12, 0.05, -0.15], [-0.02, -0.02, 0.00], [-0.03, 0.05, 0.01], [0.00, 0.02, 0.02], [-0.05, 0.07, -0.03], [-0.02, 0.01, 0.01], [0.04, 0.01, 0.06], [0.06, -0.06, -0.06], [0.01, 0.02, 0.04], [0.04, 0.00, 0.01], [-0.14, -0.05, 0.00], [-0.41, -1.01, 0.29], [0.32, 0.50, -0.80], [0.11, -0.03, -0.05], [0.23, 0.06, 0.12], [-0.32, -0.18, -0.05], [0.57, 0.40, -0.14], [-0.40, -0.72, 0.69], [0.08, -0.15, 0.07], [-0.04, -0.03, 0.04], [0.02, -0.04, 0.03], [-0.01, -0.02, -0.02], [-0.06, -0.04, 0.06], [0.00, 0.08, 0.06], [0.01, -0.01, 0.03], [0.01, -0.02, 0.02], [-0.03, 0.09, -0.03], [0.01, -0.11, 0.08], [0.11, 0.22, -0.08], [-0.41, -0.79, 0.24], [-0.38, 0.65, -0.25], [0.34, 0.06, 0.14], [-0.15, -0.11, -0.18], [0.01, -0.07, -0.07], [-0.02, 0.03, 0.01], [-0.06, 0.01, 0.00], [0.02, -0.02, -0.06], [-0.03, 0.00, -0.02], [0.10, 0.10, -0.01], [-0.01, 0.16, -0.01], [0.10, -0.03, 0.01], [-0.06, -0.04, 0.03], [0.01, 0.04, -0.04], [-0.05, -0.05, 0.06], [0.10, -0.05, -0.07], [0.01, 0.09, 0.12], [-0.01, 0.10, 0.06], [-0.02, -0.01, -0.11], [-0.02, -0.02, -0.05], [0.00, -0.03, 0.00], [0.00, -0.04, -0.03], [-0.02, -0.03, -0.02], [0.00, 0.01, -0.01], [-0.02, 0.00, 0.00], [-0.06, 0.02, -0.08], [0.03, 0.05, -0.02], [0.03, 0.01, 0.03], [0.01, 0.00, 0.01], [-0.03, 0.00, 0.00], [0.00, 0.00, 0.00], [0.03, 0.00, -0.01], [-0.02, 0.02, 0.03], [0.03, -0.01, 0.01], [0.00, 0.01, 0.01], [0.00, 0.01, -0.01], [0.00, -0.03, 0.02], [-0.05, 0.05, -0.05], [0.06, 0.05, -0.01], [0.03, -0.01, 0.09], [0.00, 0.00, 0.02], [0.01, 0.02, 0.02], [0.01, 0.00, 0.01], [0.00, -0.05, -0.14], [-0.23, 0.24, 0.13], [0.04, -0.15, 0.06], [0.06, 0.04, -0.05], [0.18, 0.30, 0.08], [0.12, -0.27, 0.01], [-0.19, 0.09, 0.01], [0.09, 0.08, -0.25], [-0.05, -0.18, -0.09], [-0.06, -0.16, 0.09], [-0.14, -0.49, -0.08], [1.25, 0.01, 0.24], [0.07, -0.05, 0.01], [-0.09, 0.00, 0.00], [-0.02, -0.01, 0.02], [0.00, 0.00, 0.01]], "lowdin_spin": [0.21, 0.00, 0.00, 0.00, 0.00, 0.00, 0.00, 0.00, 0.00, 0.00, 0.00, 0.00, 0.00, 0.00, 0.00, 0.00, -0.01, 0.01, 0.00, 0.06, 0.00, 0.00, 0.00, 0.00, 0.00, 0.00, 0.00, 0.00, 0.00, 0.00, 0.00, 0.00, 0.00, 0.00, 0.00, 0.00, -0.04, 0.00, 0.00, 0.00, 0.00, 0.00, 0.00, -0.01, 0.00, 0.00, 0.00, 0.00, 0.00, 0.00, 0.00, 0.00, 0.01, 0.04, 0.17, 0.32, 0.04, 0.12, 0.00, 0.00, 0.00, 0.00, 0.00, 0.00, 0.01, 0.01, 0.00, 0.00, 0.00, 0.00, 0.00, 0.01, 0.00, 0.00, 0.00, 0.00, 0.00, 0.00, 0.00, 0.01, 0.00, 0.00, 0.00, 0.00, 0.00, 0.01, 0.00, 0.00, 0.00, 0.00, 0.00, 0.00, 0.00, 0.00, 0.00, 0.00, 0.00, 0.00, 0.00, 0.00, 0.00, 0.00, 0.00, 0.00, 0.00, 0.00, 0.00, 0.01, 0.01, 0.00, 0.00, 0.00, 0.00]}